No. 1
85
Properties=species:S:1:pos:R:3 method="wB97M-V/def2-TZVPD" e_tot_ev=-104391.904 multiplicity=1 total_charge=-1
C 0.564 -0.270 -2.813
C 1.992 -0.867 -2.905
B 2.564 -0.804 -1.429
O 3.467 0.169 -1.070
In 1.767 -2.375 0.060
O 1.781 -1.568 1.990
I 3.406 -4.666 -0.047
H 0.370 0.361 -3.667
H -0.150 -1.080 -2.762
H 0.440 0.300 -1.899
H 2.599 -0.321 -3.625
H 1.944 -1.908 -3.193
H 4.101 0.359 -1.781
H 0.093 -2.852 -0.366
H 0.875 -1.442 2.304
C 3.655 0.005 3.932
C 3.070 0.458 5.246
O 3.985 1.458 5.674
C 4.557 1.988 4.555
O 5.178 3.001 4.538
O 4.309 1.213 3.485
F 3.037 -0.530 6.177
H 4.402 -0.776 4.077
H 2.907 -0.338 3.217
H 2.075 0.898 5.168
C -2.498 3.532 0.745
C -0.994 3.629 0.732
O -0.599 2.272 0.825
C -1.594 1.524 0.279
O -1.497 0.381 -0.016
O -2.716 2.261 0.123
F -0.514 4.308 1.804
H -2.898 3.500 1.757
H -2.987 4.318 0.192
H -0.576 4.061 -0.178
C 3.302 -7.929 3.050
C 3.758 -8.727 1.853
O 2.779 -9.752 1.780
C 1.629 -9.260 2.323
O 0.563 -9.763 2.211
O 1.882 -8.123 3.011
F 4.979 -9.294 2.046
H 3.697 -8.347 3.978
H 3.554 -6.874 2.984
H 3.767 -8.163 0.919
C -5.849 3.827 4.712
C -5.296 4.679 3.592
O -5.888 4.095 2.446
C -7.070 3.531 2.833
O -7.927 3.182 2.098
O -7.123 3.440 4.187
F -3.947 4.586 3.495
H -5.235 2.941 4.875
H -5.964 4.366 5.648
H -5.574 5.732 3.643
C -4.740 3.404 -4.770
C -4.087 2.166 -4.200
O -3.152 2.732 -3.275
C -3.650 3.926 -2.869
O -3.257 4.554 -1.935
O -4.651 4.330 -3.679
F -3.422 1.470 -5.146
H -4.174 3.796 -5.616
H -5.773 3.249 -5.065
H -4.760 1.497 -3.667
C -4.293 -1.534 -0.338
C -3.385 -2.452 -1.124
O -3.983 -2.409 -2.418
C -4.605 -1.216 -2.545
O -4.982 -0.758 -3.577
O -4.738 -0.613 -1.345
F -3.432 -3.721 -0.656
H -5.155 -2.073 0.060
H -3.785 -1.013 0.465
H -2.349 -2.126 -1.190
C 6.813 0.933 -3.070
C 7.328 1.873 -4.134
O 6.643 1.431 -5.290
C 5.463 0.870 -4.886
O 4.552 0.630 -5.597
O 5.492 0.646 -3.546
F 8.664 1.747 -4.329
H 7.395 0.012 -3.032
H 6.776 1.377 -2.079
H 7.097 2.925 -3.960

---

No. 2
62
Properties=species:S:1:pos:R:3 method="wB97M-V/def2-TZVPD" e_tot_ev=-53849.976 multiplicity=1 e_above_lowest_kj_mol=267.0 total_charge=+2
Ru 0.303 -1.537 0.678
C 0.776 -2.819 2.559
C 1.945 -2.873 1.733
C 1.615 -3.417 0.519
C 0.211 -3.708 0.530
C -0.296 -3.332 1.832
H 0.708 -2.421 3.560
H 2.927 -2.538 2.035
H 2.261 -3.591 -0.328
H -0.326 -4.298 -0.189
H -1.295 -3.519 2.185
C -2.638 -3.901 -0.642
Sb -1.936 -1.919 -0.610
C -2.223 -1.274 -2.575
C -3.525 -1.032 0.498
C -4.069 0.186 -0.199
C -5.132 0.072 -1.087
C -5.586 1.172 -1.803
C -4.969 2.400 -1.635
C -3.924 2.522 -0.727
C -3.475 1.423 0.001
C -2.387 1.625 1.037
Sb -0.440 1.036 0.473
C 0.733 2.395 1.535
C -0.318 1.640 -1.525
H -2.065 -4.536 -1.316
H -3.662 -3.816 -1.007
H -2.645 -4.328 0.359
H -3.303 -1.221 -2.697
H -1.789 -2.006 -3.254
H -1.781 -0.299 -2.749
H -3.131 -0.817 1.487
H -4.276 -1.817 0.596
H -5.623 -0.889 -1.212
H -6.426 1.067 -2.479
H -5.311 3.267 -2.185
H -3.470 3.494 -0.565
H -2.586 1.143 1.993
H -2.252 2.691 1.232
H 0.062 3.247 1.653
H 1.592 2.666 0.931
H 1.068 2.008 2.487
H 0.066 2.660 -1.521
H -1.317 1.629 -1.956
H 0.362 0.998 -2.077
F 6.683 1.602 -2.377
C 5.964 1.799 -1.281
C 5.350 0.807 -0.656
N 4.581 1.044 0.509
C 3.987 -0.050 1.242
C 2.526 -0.286 0.910
O 2.076 -0.459 -0.251
O 1.671 -0.426 1.859
C 4.467 2.296 1.069
O 3.806 2.487 2.076
N 5.119 3.294 0.390
C 5.878 3.183 -0.793
O 6.371 4.141 -1.316
H 5.402 -0.213 -1.007
H 4.101 0.098 2.311
H 4.507 -0.965 0.947
H 5.059 4.217 0.794

---

No. 3
61
Properties=species:S:1:pos:R:3 method="wB97M-V/def2-TZVPD" e_tot_ev=-49865.782 multiplicity=1 e_above_lowest_kj_mol=52.8 smiles="CCOC(=O)N1CCN(CC(=O)Nc2sc(CC)cc2C(=O)c2ccc(OC)cc2)CC1"
C -1.188 0.955 3.302
C -0.484 -0.277 3.850
H 0.562 -0.310 3.530
H -0.523 -0.301 4.944
O -1.145 -1.444 3.365
C -0.375 -2.394 2.794
O 0.833 -2.363 2.765
N -1.122 -3.426 2.313
C -2.527 -3.268 2.002
H -3.001 -4.249 2.089
C -2.665 -2.747 0.567
N -2.034 -3.700 -0.327
C -2.316 -3.563 -1.742
C -1.359 -2.679 -2.532
O -0.797 -3.037 -3.550
N -1.130 -1.446 -2.006
C -0.188 -0.602 -2.525
C 0.208 0.589 -1.933
C 1.199 1.240 -2.729
C 1.535 0.550 -3.843
S 0.655 -0.961 -3.974
C 2.545 0.909 -4.878
C 3.774 0.002 -4.788
H 3.485 -1.036 -4.937
H 4.241 0.094 -3.810
H 4.501 0.274 -5.548
H 2.101 0.809 -5.871
H 2.843 1.950 -4.738
H 1.611 2.200 -2.479
C -0.370 1.033 -0.683
O -1.350 0.472 -0.181
C 0.254 2.190 -0.003
C -0.563 3.159 0.570
C -0.025 4.240 1.240
C 1.356 4.353 1.377
C 2.178 3.362 0.832
C 1.636 2.299 0.146
H 2.283 1.528 -0.244
H 3.244 3.453 0.968
O 1.995 5.364 2.017
C 1.229 6.387 2.605
H 0.567 5.996 3.385
H 1.947 7.072 3.054
H 0.635 6.924 1.859
H -0.689 4.982 1.656
H -1.634 3.065 0.471
H -1.584 -1.067 -1.168
H -3.334 -3.181 -1.864
H -2.268 -4.557 -2.200
C -0.626 -3.888 -0.023
C -0.477 -4.368 1.423
H -0.958 -5.341 1.550
H 0.577 -4.434 1.693
H -0.044 -2.957 -0.131
H -0.219 -4.633 -0.709
H -2.214 -1.742 0.540
H -3.722 -2.666 0.304
H -2.981 -2.575 2.708
H -0.645 1.849 3.595
H -1.231 0.905 2.217
H -2.204 1.010 3.686

---

Taking the records one at a time from the top gives Kohn-Sham gap values of 6.3284; 6.1266; 8.2293 eV.